Entry 1:
The following is a quantum chemistry calculation of a structure of composition C32H34N4O5S2Ti, from the Open Molecules 2025 dataset.

## Properties
Frontier orbital gap = 7.101 eV

Structure (ORCA input):
```
! wB97M-V def2-TZVPD RIJCOSX def2/J DEFGRID3
* xyz 4 1
Ti -0.15 -0.31 0.09
O 4.31 -6.29 1.77
N 4.23 -5.13 2.06
O 4.99 -4.47 2.73
C 3.03 -4.40 1.55
C 1.91 -5.13 1.36
C 0.69 -4.49 0.95
C -0.52 -5.18 0.77
C -1.64 -4.47 0.39
C -1.55 -3.10 0.18
N -0.40 -2.42 0.33
C 0.70 -3.12 0.72
C 1.90 -2.37 0.89
N 1.80 -1.05 0.61
C 2.88 -0.29 0.72
C 4.11 -0.81 1.12
C 4.22 -2.15 1.42
C 3.09 -2.98 1.31
H 1.94 -6.20 1.54
H -0.57 -6.25 0.93
H -2.59 -4.96 0.25
H -2.42 -2.54 -0.10
H 2.78 0.76 0.48
H 4.97 -0.15 1.19
H 5.17 -2.56 1.73
O 0.74 0.71 -1.13
S 0.90 1.77 -2.34
C 0.66 0.69 -3.77
C -0.62 -0.11 -3.67
C -1.89 0.73 -3.47
C -3.09 -0.12 -3.07
S -3.31 -0.41 -1.29
O -1.84 -0.18 -0.66
C -4.29 0.90 -0.71
C -5.26 0.52 0.22
C -6.15 1.48 0.70
C -6.05 2.79 0.25
C -5.08 3.16 -0.68
C -4.19 2.22 -1.17
C 2.57 2.22 -2.41
C 3.60 1.31 -2.69
C 4.89 1.80 -2.82
C 5.13 3.17 -2.67
C 4.10 4.06 -2.38
C 2.81 3.58 -2.24
H 1.54 0.06 -3.88
H 0.65 1.41 -4.60
H -0.52 -0.86 -2.88
H -0.71 -0.68 -4.60
H -2.14 1.23 -4.41
H -1.73 1.53 -2.75
H -3.04 -1.12 -3.50
H -4.04 0.33 -3.36
H -5.35 -0.51 0.54
H -6.92 1.20 1.40
H -6.75 3.53 0.61
H -5.03 4.18 -1.04
H -3.46 2.51 -1.92
H 3.41 0.25 -2.82
H 5.70 1.13 -3.05
H 6.14 3.54 -2.79
H 4.31 5.11 -2.28
H 1.99 4.27 -2.03
C 0.75 0.40 4.17
N -0.36 1.28 3.80
C -0.85 2.14 4.91
C -0.89 1.31 2.63
C -2.04 2.18 2.26
O -0.38 0.52 1.69
H 0.51 -0.08 5.12
H 1.65 1.00 4.30
H 0.91 -0.36 3.41
H 0.02 2.47 5.47
H -1.49 1.55 5.55
H -1.37 3.01 4.53
H -2.85 2.08 2.99
H -2.41 1.91 1.28
H -1.73 3.23 2.25
*
```

***

Entry 2:
The following is a quantum chemistry calculation of a structure of composition C26H67GaN5O6S at a distorted geometry, from the Open Molecules 2025 dataset.

## Properties
Frontier orbital gap = 6.302 eV

Structure (ORCA input):
```
! wB97M-V def2-TZVPD RIJCOSX def2/J DEFGRID3
* xyz -1 1
C -0.90 -4.95 -1.16
C -0.69 -3.56 -0.61
O -0.16 -3.40 0.44
N -1.15 -2.53 -1.45
C -0.19 -2.22 -2.50
C -1.65 -1.35 -0.71
C -3.16 -1.18 -0.98
C -4.02 -1.74 0.16
C -5.39 -1.05 0.22
Ga -6.52 -1.28 -1.49
O -7.77 0.15 -1.64
C -7.62 -3.01 -1.47
C -6.76 -4.26 -1.35
C -7.55 -5.53 -0.97
S -7.28 -5.98 0.79
H -1.32 -5.57 -0.39
H 0.04 -5.34 -1.55
H -1.62 -4.90 -1.96
H -0.49 -1.33 -3.02
H -0.23 -3.02 -3.24
H 0.84 -2.13 -2.15
H -1.49 -1.41 0.36
H -1.16 -0.45 -1.07
H -3.42 -0.15 -1.19
H -3.37 -1.77 -1.85
H -3.45 -1.61 1.09
H -4.19 -2.80 0.01
H -5.22 0.02 0.32
H -5.94 -1.39 1.09
H -5.58 -1.20 -2.81
H -8.21 0.05 -2.49
H -8.17 -3.06 -2.40
H -8.35 -2.95 -0.67
H -5.97 -4.09 -0.63
H -6.29 -4.47 -2.31
H -7.20 -6.38 -1.55
H -8.61 -5.38 -1.08
H -5.95 -5.85 0.87
C 3.52 0.37 1.88
C 2.49 -0.33 1.00
C 3.11 -1.11 -0.17
O 3.54 -0.31 -1.26
C 4.82 0.26 -1.11
N 1.51 0.65 0.54
H 3.92 1.27 1.41
H 3.07 0.68 2.82
H 4.36 -0.29 2.11
H 1.97 -1.06 1.62
H 2.33 -1.77 -0.58
H 3.93 -1.76 0.17
H 5.50 -0.39 -0.55
H 4.75 1.23 -0.61
H 5.23 0.43 -2.10
H 0.77 0.17 0.04
H 1.95 1.23 -0.17
C -2.38 1.49 4.11
C -0.97 1.44 3.52
C 0.09 0.97 4.52
O 0.48 1.94 5.47
C -0.37 2.07 6.59
N -0.64 2.75 2.95
H -2.52 2.35 4.77
H -3.12 1.58 3.31
H -2.61 0.58 4.67
H -0.99 0.72 2.70
H 1.00 0.73 3.96
H -0.22 0.04 5.03
H -0.80 1.10 6.88
H -1.18 2.78 6.39
H 0.22 2.45 7.42
H 0.26 2.67 2.48
H -0.45 3.38 3.73
C 3.03 7.25 2.33
C 1.56 7.48 2.02
C 0.66 7.55 3.27
O 0.37 6.30 3.85
C 1.37 5.80 4.72
N 1.10 6.46 1.07
H 3.23 6.21 2.61
H 3.64 7.47 1.46
H 3.37 7.89 3.15
H 1.48 8.46 1.53
H -0.30 7.96 2.97
H 1.08 8.24 4.02
H 1.87 6.60 5.28
H 2.11 5.21 4.17
H 0.89 5.12 5.44
H 0.15 6.68 0.78
H 1.01 5.59 1.58
C 4.35 -0.82 -6.01
C 4.42 -1.73 -4.79
C 5.79 -2.40 -4.60
O 6.05 -3.49 -5.46
C 6.52 -3.14 -6.75
N 3.33 -2.72 -4.86
H 4.27 -1.39 -6.94
H 3.46 -0.19 -5.95
H 5.22 -0.18 -6.07
H 4.25 -1.11 -3.91
H 5.82 -2.82 -3.59
H 6.60 -1.67 -4.66
H 7.16 -2.26 -6.71
H 5.69 -2.97 -7.44
H 7.10 -3.98 -7.12
H 3.32 -3.26 -4.00
H 3.59 -3.40 -5.57
*
```

***

Entry 3:
The following is a quantum chemistry calculation of a structure of composition C5H14N2 at a distorted geometry, from the Open Molecules 2025 dataset.

## Properties
Frontier orbital gap = 8.173 eV

Structure (ORCA input):
```
! wB97M-V def2-TZVPD RIJCOSX def2/J DEFGRID3
* xyz 0 1
C 0.53 -0.96 2.09
C -1.76 0.17 -0.95
N -0.27 -1.47 0.97
H 0.19 -1.35 -0.33
H -0.71 -2.35 1.20
H -0.10 -0.83 2.98
H 1.30 -1.70 2.33
H -2.26 -0.79 -0.98
H -2.45 1.00 -1.03
H -1.05 -0.77 0.65
C -0.05 1.62 -2.07
C 1.18 0.37 1.72
C -0.53 0.27 -1.58
N 0.38 -0.73 -1.50
H 1.32 -0.44 -1.73
H 0.93 1.88 -1.66
H 0.03 1.59 -3.16
H -0.74 2.42 -1.80
H 1.84 0.24 0.86
H 1.77 0.74 2.55
H 0.43 1.10 1.45
*
```

***

Entry 4:
The following is a quantum chemistry calculation of a cluster of 3 separate species, C4H10N2O2 in total at a distorted geometry, from the Open Molecules 2025 dataset.

## Properties
Structure (SMILES) = CC(C)=N.O=C=O.N
Frontier orbital gap = 10.815 eV

Structure (ORCA input):
```
! wB97M-V def2-TZVPD RIJCOSX def2/J DEFGRID3
* xyz 0 1
C -0.90 0.50 -0.26
C -0.50 -0.92 -0.31
C -1.55 -1.94 -0.02
N 0.81 -1.25 -0.64
H -0.15 1.14 -0.73
H -1.87 0.64 -0.74
H -0.99 0.81 0.78
H -1.13 -2.93 0.11
H -2.10 -1.66 0.88
H -2.26 -1.97 -0.85
H 0.92 -2.27 -0.62
O 3.00 -0.97 1.15
C 3.25 -0.75 0.05
O 3.59 -0.51 -1.02
N 1.90 2.42 -0.20
H 2.24 2.35 0.75
H 2.49 3.08 -0.69
H 2.02 1.52 -0.64
*
```

***

Entry 5:
The following is a quantum chemistry calculation of a structure of composition C25H28N10NiO2P, from the Open Molecules 2025 dataset.

## Properties
<S²> = 2.004
Frontier orbital gap (spin up / spin down) = 7.062 / 7.049 eV

Structure (ORCA input):
```
! wB97M-V def2-TZVPD RIJCOSX def2/J DEFGRID3
* xyz -1 3
Ni -0.08 0.14 0.23
C 0.52 -3.08 0.93
N -0.37 -2.01 0.48
C -1.50 -2.35 -0.03
C -2.40 -1.35 -0.51
C -3.69 -1.44 -1.06
C -4.06 -0.13 -1.36
C -2.98 0.68 -0.98
N -1.99 -0.05 -0.47
C 0.08 -3.75 2.21
C 0.12 -5.13 2.33
C -0.25 -5.77 3.51
C -0.66 -5.02 4.60
C -0.71 -3.63 4.49
C -0.34 -3.01 3.32
H 1.51 -2.65 1.07
H 0.61 -3.84 0.15
H -1.79 -3.40 -0.10
H -4.25 -2.35 -1.21
H -4.99 0.20 -1.80
H -2.90 1.76 -1.06
H 0.43 -5.73 1.47
H -0.21 -6.85 3.57
H -0.95 -5.51 5.52
H -1.04 -3.04 5.34
H -0.39 -1.93 3.23
C 0.14 0.71 -4.40
P 1.28 0.74 -3.01
C 1.79 2.45 -2.82
C 2.73 -0.14 -3.59
O 0.64 0.16 -1.80
H 0.53 1.28 -5.25
H -0.81 1.15 -4.07
H -0.04 -0.32 -4.69
H 2.42 2.77 -3.65
H 2.34 2.54 -1.89
H 0.92 3.10 -2.77
H 3.04 0.26 -4.56
H 2.49 -1.20 -3.67
H 3.55 -0.02 -2.88
C -0.26 1.28 5.65
N -0.76 0.89 4.35
C -2.06 0.54 4.04
C -2.07 0.23 2.71
N -0.80 0.38 2.21
C -0.05 0.78 3.21
H -1.08 1.31 6.35
H 0.20 2.27 5.59
H 0.48 0.56 6.01
H -2.84 0.55 4.78
H -2.88 -0.08 2.08
H 1.01 0.98 3.14
N 0.90 6.10 -1.88
C 0.40 5.35 -1.15
N -0.21 4.59 -0.28
C -0.05 3.33 -0.10
N 0.07 2.20 0.17
N 4.01 0.69 1.12
C 3.06 -0.15 0.58
O 1.88 0.00 0.98
C 3.52 -1.13 -0.33
C 4.89 -1.12 -0.72
N 6.00 -1.10 -1.05
C 2.70 -2.11 -0.95
N 2.09 -2.92 -1.50
H 3.63 1.53 1.51
H 4.91 0.76 0.68
*
```

***

Entry 6:
The following is a quantum chemistry calculation of a structure of composition C53H49I2N6P2S2TeTi at a distorted geometry, from the Open Molecules 2025 dataset.

## Properties
Frontier orbital gap (spin up / spin down) = 3.525 / 3.522 eV

Structure (ORCA input):
```
! wB97M-V def2-TZVPD RIJCOSX def2/J DEFGRID3
* xyz -1 1
Ti 2.07 -0.27 0.08
C 2.40 -1.49 -5.26
S 1.17 -2.36 -4.26
C 1.21 -1.38 -2.80
S 0.77 -2.17 -1.31
N 1.59 -0.15 -2.93
N 1.75 0.53 -1.76
C 1.93 1.80 -1.85
C 2.13 2.52 -0.63
C 2.38 3.87 -0.58
C 2.58 4.49 0.64
C 2.53 3.72 1.79
C 2.30 2.36 1.67
N 2.07 1.76 0.51
H 2.58 -2.12 -6.13
H 3.30 -1.37 -4.67
H 2.01 -0.52 -5.56
H 1.96 2.28 -2.82
H 2.44 4.42 -1.51
H 2.79 5.55 0.70
H 2.68 4.16 2.77
H 2.30 1.73 2.55
C 4.44 -1.84 4.15
C 4.84 -1.07 2.89
C 5.30 -1.98 1.78
C 6.61 -2.44 1.79
C 7.09 -3.24 0.77
C 6.27 -3.54 -0.30
C 4.96 -3.09 -0.36
C 4.13 -3.37 -1.58
C 3.30 -4.65 -1.47
C 4.47 -2.33 0.71
N 3.11 -1.84 0.74
C 2.24 -2.60 1.42
C 1.08 -2.01 1.87
C 0.03 -2.76 2.50
C -1.06 -2.16 2.99
C 0.03 0.09 2.49
N 1.00 -0.63 1.67
H 4.22 -1.17 4.98
H 5.26 -2.50 4.46
H 3.56 -2.46 3.96
H 5.66 -0.38 3.12
H 4.00 -0.47 2.54
H 7.27 -2.14 2.60
H 8.12 -3.58 0.78
H 6.66 -4.12 -1.14
H 3.47 -2.52 -1.77
H 4.80 -3.45 -2.44
H 3.95 -5.51 -1.28
H 2.74 -4.83 -2.39
H 2.58 -4.58 -0.65
H 2.47 -3.64 1.66
H 0.15 -3.84 2.55
H -1.87 -2.73 3.44
H -0.35 0.95 1.93
Te -3.55 -0.07 -2.98
C -5.32 0.67 -2.04
C -5.73 1.99 -2.22
C -6.84 2.43 -1.51
N -7.54 1.67 -0.68
C -7.14 0.41 -0.53
C -6.05 -0.14 -1.19
C -2.32 0.14 -1.24
P -1.50 1.67 -0.69
C -1.55 2.72 -2.22
C -0.75 2.29 -3.28
C -0.71 3.00 -4.47
C -1.47 4.14 -4.63
C -2.28 4.57 -3.59
C -2.31 3.87 -2.39
C -2.69 2.56 0.39
C -2.24 3.78 0.91
C -3.04 4.52 1.77
C -4.30 4.05 2.12
C -4.73 2.82 1.64
C -3.92 2.07 0.80
P -1.59 -1.15 -0.40
C -1.15 -0.71 2.99
C 0.64 0.57 3.78
C 0.08 1.58 4.48
C -1.24 2.10 4.23
C -2.29 1.34 3.80
C -2.23 -0.05 3.47
C -2.56 -2.62 -0.92
C -3.64 -2.96 -0.11
C -4.46 -4.03 -0.44
C -4.20 -4.78 -1.58
C -3.11 -4.46 -2.38
C -2.29 -3.39 -2.05
H -5.19 2.65 -2.87
H -7.17 3.46 -1.61
H -7.73 -0.20 0.16
H -5.77 -1.17 -1.03
H -0.16 1.39 -3.18
H -0.07 2.65 -5.28
H -1.45 4.70 -5.56
H -2.89 5.46 -3.71
H -2.95 4.23 -1.59
H -1.26 4.15 0.63
H -2.69 5.47 2.16
H -4.93 4.63 2.78
H -5.71 2.45 1.92
H -4.24 1.10 0.46
H 1.55 0.08 4.11
H 0.62 1.99 5.32
H -1.45 3.10 4.58
H -3.28 1.78 3.86
H -3.13 -0.63 3.67
H -3.84 -2.37 0.78
H -5.31 -4.28 0.19
H -4.83 -5.62 -1.83
H -2.90 -5.03 -3.27
H -1.45 -3.14 -2.68
I 4.76 0.54 -0.63
I 8.06 1.03 0.74
*
```

***

Entry 7:
The following is a quantum chemistry calculation of a cluster of 24 separate species, C6H62NO25 in total at a distorted geometry, from the Open Molecules 2025 dataset.

## Properties
Frontier orbital gap = 9.381 eV

Structure (ORCA input):
```
! wB97M-V def2-TZVPD RIJCOSX def2/J DEFGRID3
* xyz 1 1
C -2.11 2.17 -1.62
O -1.06 1.78 -0.73
C -0.65 0.42 -0.95
C 0.40 0.02 0.12
N 0.91 -1.40 -0.15
H 0.16 -1.79 -0.87
H 1.80 -1.63 -0.73
C 0.97 -2.12 1.02
C 1.89 -1.61 2.15
O 1.75 -2.33 3.37
C 2.55 -1.68 4.53
H -2.60 3.08 -1.51
H -2.89 1.56 -1.39
H -1.75 2.05 -2.70
H -0.16 0.10 -1.95
H -1.40 -0.30 -0.82
H -0.26 0.13 0.95
H 1.30 0.68 0.13
H 1.38 -3.01 1.08
H -0.08 -2.16 1.29
H 1.41 -0.61 2.42
H 2.81 -1.58 1.88
H 2.54 -2.41 5.39
H 1.86 -0.76 4.84
H 3.46 -1.62 4.05
O 4.13 -4.11 6.90
H 3.61 -4.55 7.49
H 4.47 -3.43 7.56
O -0.53 0.73 4.16
H -0.77 1.29 4.91
H -0.65 -0.17 4.50
O 5.65 -4.32 4.48
H 5.09 -3.98 5.39
H 5.83 -3.22 4.36
O 2.08 2.32 -2.03
H 1.63 2.55 -2.83
H 1.76 3.02 -1.41
O 2.66 -0.69 -2.62
H 3.15 0.08 -2.60
H 3.21 -1.35 -2.47
O -4.05 0.59 0.82
H -4.76 0.54 1.59
H -3.53 1.32 1.13
O 4.63 -1.60 -0.77
H 5.43 -2.01 -0.72
H 4.82 -0.94 -0.11
O 0.96 2.82 -0.07
H 0.16 2.22 -0.17
H 0.73 3.86 0.08
O 0.60 2.33 -4.33
H -0.30 2.70 -4.27
H 1.16 2.78 -4.90
O -2.60 -0.39 -5.37
H -2.88 -0.06 -4.48
H -3.39 -0.27 -5.87
O -1.70 3.49 -4.20
H -2.18 4.09 -3.63
H -1.41 3.76 -5.04
O -0.57 -3.17 -1.77
H -1.43 -3.21 -2.23
H -0.29 -4.08 -1.54
O -3.55 -0.62 -2.64
H -4.43 -0.71 -2.41
H -3.02 -1.35 -2.90
O 3.16 -4.12 -0.36
H 3.72 -3.62 -1.02
H 3.60 -4.40 0.34
O -2.66 -1.95 1.26
H -2.94 -1.03 1.06
H -3.18 -2.06 1.94
O 1.41 -4.03 -3.66
H 0.86 -3.66 -3.00
H 1.47 -3.64 -4.57
O -0.71 -2.14 4.80
H 0.21 -2.43 4.33
H -0.85 -2.72 5.50
O -4.45 2.52 -4.41
H -3.46 2.35 -4.55
H -4.54 2.91 -5.28
O -5.91 -0.24 -0.99
H -5.81 -1.08 -0.64
H -5.38 0.25 -0.48
O 3.16 2.48 1.66
H 2.51 2.71 1.04
H 2.86 2.42 2.69
O -2.92 5.29 -2.65
H -3.90 5.30 -2.77
H -2.64 6.22 -2.94
O -3.19 5.06 0.03
H -3.15 5.48 -0.92
H -2.16 4.94 0.29
O 1.39 2.01 3.83
H 0.69 2.67 3.69
H 0.90 1.26 4.08
*
```

***

no.,E (eV)
1,-94682.1126
2,-110994.0197
3,-8390.6488
4,-11385.6844
5,-95712.5875
6,-151557.2022
7,-59890.4456